DFT (wB97M-V/def2-TZVPD) results for a molecular structure, H24NeO12.

Last column: Mulliken charge in e.
Cartesian coordinates (Å):
Ne: -0.210311 0.033827 -0.633076  0.038
O: -2.442521 2.265607 -1.207546  -0.563
H: -1.641771 2.789297 -1.179426  0.364
H: -2.605151 2.125737 -2.140406  0.250
O: -1.529011 2.736567 2.092764  -0.634
H: -1.358341 2.872577 3.024754  0.279
H: -0.906881 2.057667 1.831444  0.389
O: -2.951411 -0.913043 0.795894  -0.691
H: -3.378111 -0.085133 0.575174  0.270
H: -3.662681 -1.475253 1.102904  0.285
O: 0.034929 3.616477 -1.466656  -0.647
H: 0.810409 4.042267 -1.101196  0.291
H: 0.350619 3.182127 -2.259066  0.299
O: 0.779429 -2.494433 -0.655036  -0.772
H: -0.140651 -2.618123 -0.888206  0.411
H: 0.755629 -2.121443 0.226184  0.240
O: -1.783271 -2.495303 -1.347086  -0.728
H: -2.080811 -1.859083 -0.696766  0.428
H: -2.338461 -3.261873 -1.204376  0.263
O: -0.780271 -1.417243 2.327524  -0.602
H: -0.761491 -1.229583 3.265954  0.311
H: -1.606531 -1.041163 2.024064  0.348
O: 0.858399 1.160897 2.102944  -0.674
H: 0.456249 0.325077 1.866494  0.299
H: 1.654079 1.202957 1.572524  0.384
O: 2.503859 -1.653103 1.772644  -0.508
H: 2.464829 -1.773073 2.721494  0.267
H: 3.360299 -1.255303 1.616074  0.269
O: 2.947589 1.561357 0.194534  -0.640
H: 2.931199 0.871997 -0.469346  0.373
H: 3.835199 1.529787 0.551424  0.270
O: 2.721089 -0.711813 -1.607216  -0.675
H: 3.556309 -1.179193 -1.593936  0.335
H: 2.102469 -1.314053 -1.193886  0.426
O: -0.574221 -1.445393 -3.595196  -0.610
H: -0.368101 -0.514903 -3.684286  0.300
H: -1.002571 -1.515703 -2.742076  0.353

Force components x, y, z for each atom (eV/Å):
-0.1 0.2 0.0
-0.6 -0.5 0.1
0.5 0.4 0.3
-0.1 0.0 -0.2
-0.8 0.3 -0.1
0.1 0.0 0.1
0.7 -0.1 -0.1
0.0 -0.2 -0.1
0.0 0.7 -0.2
-0.2 -0.3 0.2
-0.2 0.0 -0.2
0.1 0.1 0.3
0.1 -0.1 -0.2
1.1 0.0 0.2
-0.5 -0.1 -0.4
0.1 -0.1 0.6
-0.2 -0.2 -0.2
-0.3 0.6 0.6
-0.1 -0.3 -0.2
0.6 -0.2 0.1
0.1 0.0 0.3
-0.5 0.2 -0.4
-0.5 0.2 0.5
-0.1 -0.6 0.1
0.5 0.2 -0.5
-0.1 -0.1 -0.2
-0.1 0.0 0.2
0.2 0.1 -0.1
0.0 0.6 0.6
-0.2 -0.8 -0.7
0.2 0.1 0.1
0.7 1.0 0.0
0.2 -0.2 -0.2
-0.9 -0.7 0.1
0.1 0.2 -0.5
0.2 0.2 -0.1
-0.2 -0.3 0.2

Results
Total energy, eV: -28469.4362
HOMO-LUMO gap, eV: 10.526
ΔE to the lowest compared entry with this formula, charge and spin, kcal/mol: 18.2
Molar mass, g mol⁻¹: 236.4